1.
# C6H14N2O2

A 2-piece molecular cluster, C6H14N2O2 overall at a distorted geometry (ωB97M-V/def2-TZVPD, the OMol25 dataset).

Element x y z (Å)
H  0.494290  3.048208  -0.220080
H  0.564433  2.598841  2.048883
H  1.307773  -0.544711  -1.905139
H  1.959275  -0.316825  -0.314065
H  -0.279793  -0.860399  0.411206
N  -0.111037  2.269987  -0.414573
H  -1.962539  -2.690440  0.478170
H  -0.972112  -2.776914  1.971526
C  -0.745543  1.640501  0.601766
O  -1.580698  0.772346  0.382107
C  1.774277  -1.067592  -1.080664
H  -0.170878  1.103461  2.577048
C  -0.451172  1.969805  -1.793637
H  -1.131131  2.503118  2.540868
H  2.756857  -1.435684  -1.345861
C  -0.344957  2.009016  1.988497
H  -1.420440  2.371675  -2.070461
H  -0.488122  0.895634  -1.947803
N  0.013267  -1.826274  0.396961
C  -0.957986  -2.781555  0.887629
H  0.295710  2.433705  -2.428220
C  0.932523  -2.196752  -0.537527
H  -0.590593  -3.771373  0.654392
O  1.108596  -3.347776  -0.881026

Cartesian forces (eV/Å) of the 3 atoms listed first:
H 0.00 -0.08 0.05
H 0.04 0.21 -0.11
H -0.11 -0.17 -0.36

Computed properties:
* gap between HOMO and LUMO: 9.8 eV
* energy above the lowest of the compared OMol25 structures with the same formula, charge and spin: 10.73 kcal per mole
* SMILES: CNC(C)=O.CNC(C)=O
* largest force on an atom: 1.07 eV/A

***

2.
# C6H14N2O2

A 2-piece molecular cluster, C6H14N2O2 overall at a distorted geometry (ωB97M-V/def2-TZVPD, the OMol25 dataset).

Element x y z (Å)
C  -2.656687  -0.830649  0.554807
O  2.094911  2.057924  -1.642983
H  1.450239  -2.061325  1.898799
H  -2.981256  -0.093316  -0.191246
C  1.592887  1.588075  -0.650736
N  0.164061  1.763421  -0.615734
C  -1.368949  -1.512492  0.189295
O  -1.310805  -2.011564  -0.921268
H  1.938868  0.520871  1.162992
C  0.756113  -2.504579  1.218547
H  -1.489539  2.378071  -1.879238
H  -0.541111  1.389699  -0.167439
H  3.406621  1.171083  0.311495
H  -2.441551  -0.131885  1.400665
C  -0.440703  2.424836  -1.729033
H  0.496221  -3.502803  1.277468
H  2.560915  -0.323852  -0.268295
H  -3.551709  -1.528505  0.840797
H  -0.384765  3.627027  -1.670056
H  1.334993  -2.427843  0.207132
H  0.088901  2.139760  -2.590804
N  -0.347473  -1.529523  1.110631
C  2.319382  0.650523  0.151275
H  -0.689571  -1.252953  2.002935

Cartesian forces (eV/Å) of the 3 atoms listed first:
C -1.11 1.16 2.09
O 1.24 0.93 -0.10
H 0.30 -0.44 0.93

Computed properties:
* gap between HOMO and LUMO: 9.9 eV
* energy above the lowest of the compared OMol25 structures with the same formula, charge and spin: 67.45 kcal per mole
* SMILES: CNC(C)=O.CNC(C)=O
* largest force on an atom: 5.96 eV/A

***

3.
# C6H14N2O2

A 2-piece molecular cluster, C6H14N2O2 overall at a distorted geometry (ωB97M-V/def2-TZVPD, the OMol25 dataset).

Element x y z (Å)
H  -0.657164  0.342876  3.801067
H  3.298904  1.607853  -0.823478
C  -0.533401  0.364761  2.722252
C  1.794521  0.251008  -1.162271
H  -0.299456  1.007648  -3.717860
H  -2.301122  -2.211167  -0.544926
H  0.000783  -0.482261  -3.046030
H  -0.521787  -0.663198  0.608120
H  1.507159  0.645099  -3.612496
C  0.491985  0.462858  -3.153420
N  -1.454503  -0.899423  1.065645
C  -1.775191  -0.186543  2.164250
H  -3.491212  -1.698427  0.601224
O  -2.908485  -0.271560  2.661858
H  0.458463  -0.231076  2.612213
H  -0.306013  1.295226  2.305138
N  0.561086  0.841696  -1.684931
H  -2.418063  -2.739313  1.239006
H  0.467682  1.871529  -1.566005
C  -2.386490  -1.819978  0.482817
C  2.648091  1.060066  -0.143791
O  2.051283  -0.815255  -1.536604
H  3.492017  0.503663  0.186812
H  2.280912  1.763920  0.541411

Cartesian forces (eV/Å) of the 3 atoms listed first:
H -0.04 0.85 0.14
H -0.33 0.97 -0.51
C 1.82 -1.38 2.10

Computed properties:
* <S²>: 0.77
* gap between HOMO and LUMO (alpha / beta): 9.5 / 4.2 eV
* energy above the lowest of the compared OMol25 structures with the same formula, charge and spin: 76.77 kcal per mole
* spin multiplicity: 2
* largest force on an atom: 5.37 eV/A
* total charge: +1

***

4.
# C6H14N2O3

A 2-piece molecular cluster, C6H14N2O3 overall at a distorted geometry (ωB97M-V/def2-TZVPD, the OMol25 dataset).

Element x y z (Å)
H  2.313222  -0.621268  2.215944
C  1.533014  1.313039  -0.175968
H  0.612237  0.963130  -0.686324
H  3.627389  1.182538  -0.701108
H  3.318832  -1.865536  0.304934
H  1.506290  2.421259  -0.099442
H  -0.935678  -0.554263  0.693586
C  2.462767  -1.208809  0.086686
H  3.513859  0.264925  1.212644
H  -5.296092  0.809875  0.278063
O  -2.574828  -1.623160  -0.041695
H  -4.342914  2.146863  0.418986
C  2.505272  -0.174175  1.227338
N  -3.407974  0.529336  -0.197383
H  -1.246372  -0.427066  -1.064551
O  1.577572  0.846110  1.134534
N  -4.542362  1.327264  -0.167834
C  2.658177  0.808898  -1.053036
H  -0.603659  -1.966189  -0.391287
H  2.434617  1.242455  -2.033069
C  -1.260675  -1.107282  -0.214445
C  -3.560700  -0.712106  0.035545
H  -4.473714  -1.220566  0.340713
O  2.662446  -0.609380  -1.192189
H  1.519282  -1.765885  0.069361

Cartesian forces (eV/Å) of the 3 atoms listed first:
H 0.38 -0.25 -0.46
C -0.88 0.78 -0.92
H 0.09 0.28 0.40

Computed properties:
* gap between HOMO and LUMO: 9.5 eV
* energy above the lowest of the compared OMol25 structures with the same formula, charge and spin: 66.17 kcal per mole
* SMILES: C1COCCO1.CO/C=N/N
* largest force on an atom: 1.49 eV/A

***

5.
# C6H14N2SSi

One molecule with the formula C6H14N2SSi at a distorted geometry (ωB97M-V/def2-TZVPD, the OMol25 dataset).

Element x y z (Å)
H  -1.492982  -1.345820  2.436065
H  1.298509  1.579501  1.251120
C  1.334067  0.700604  -1.970189
H  1.782832  0.873205  -2.954525
S  1.727470  -2.974300  -0.721570
C  -2.226748  1.258200  0.946893
H  -2.226431  2.196184  0.332438
C  0.751478  0.733429  1.746871
H  -3.154538  0.767261  0.723154
C  -1.198306  -1.646734  1.475079
H  1.632486  1.562475  -1.284449
H  -0.252881  -0.404176  -2.971195
H  -0.758154  1.183930  -1.978464
H  0.569290  1.051609  2.789720
C  1.480553  -1.448380  -0.998383
H  -2.229757  1.635586  2.025492
Si  -0.875378  -0.006330  0.605427
H  -0.395618  -2.276518  1.476684
C  -0.090827  0.283498  -2.065419
N  -0.467811  -0.508747  -0.948606
N  2.128579  -0.423912  -1.507455
H  3.170782  -0.412186  -1.388412
H  1.387505  -0.093624  1.927547
H  -1.894121  -2.284754  1.052177

Cartesian forces (eV/Å) of the 3 atoms listed first:
H -0.39 -0.12 1.72
H -0.33 -0.81 0.32
C 2.81 1.76 -0.08

Computed properties:
* gap between HOMO and LUMO: 8.3 eV
* largest force on an atom: 4.03 eV/A

***

6.
# C6H14N3

An isolated ion of composition C6H14N3 and charge +1 at a distorted geometry (ωB97M-V/def2-TZVPD, the OMol25 dataset).

Element x y z (Å)
N  0.197745  -1.669143  0.153699
H  -1.085735  2.047483  1.612534
H  -0.122911  0.167227  2.895165
H  -1.813874  1.681827  -0.080888
H  1.466843  -0.912609  -2.157873
H  -0.503985  -2.469336  -1.779265
C  -0.288531  -0.710508  2.317661
H  -1.373395  -0.932023  2.251105
H  0.204987  -1.529708  2.793705
H  -0.494887  2.993203  0.077002
C  0.519695  -0.464102  -2.038355
H  -0.178502  -0.464153  -2.905588
C  -0.836829  2.043268  0.480550
N  0.421190  0.868646  -1.393511
H  1.970069  0.838948  1.338282
H  1.300683  1.313944  -1.458202
H  0.986615  -2.322950  0.204529
C  -0.414286  -1.466389  -1.135995
H  -1.441726  -1.158644  -1.150191
C  0.225891  0.919274  0.139888
N  1.363069  0.406013  0.753075
C  0.239941  -0.566322  0.944943
H  -0.342066  1.386053  -1.862271

Cartesian forces (eV/Å) of the 3 atoms listed first:
N -0.60 -2.04 -1.45
H 0.63 0.22 -2.05
H 0.01 0.72 0.57

Computed properties:
* gap between HOMO and LUMO: 10.0 eV
* energy above the lowest of the compared OMol25 structures with the same formula, charge and spin: 66.87 kcal per mole
* SMILES: C[C@@]12NCC[NH2+][C@]1(C)N2
* largest force on an atom: 5.68 eV/A
* total charge: +1

***

7.
# C6H14N3

A 2-piece molecular cluster, C6H14N3 overall at a distorted geometry (ωB97M-V/def2-TZVPD, the OMol25 dataset).

Element x y z (Å)
C  -0.114447  1.671901  1.264284
H  0.197760  2.719241  1.482443
H  -1.310793  -1.006680  -1.383039
C  0.767282  1.337042  -0.964893
H  1.229957  -0.007508  -3.847167
N  -1.494150  -0.588120  -2.267912
C  0.407154  0.478805  1.985230
N  0.883475  -0.086690  -2.899879
H  2.565500  1.035228  -1.970154
N  0.056459  1.894237  -0.159356
C  -0.141467  -1.696212  3.213567
H  -1.395557  -1.224089  -3.049016
H  1.348794  -0.980298  -2.739214
H  -0.202659  -0.118494  -2.814880
H  -2.417694  -0.196309  -2.198300
H  1.402679  0.470178  2.240801
H  -1.409672  -0.161725  2.369065
H  0.276509  -1.500323  4.128004
H  -1.066885  -2.224973  3.232740
C  1.480021  0.919451  -1.964515
H  -1.210710  1.893314  1.240601
C  -0.422397  -0.362524  2.586013
H  0.570844  -2.265452  2.515578

Cartesian forces (eV/Å) of the 3 atoms listed first:
C -1.99 2.63 -0.82
H 0.47 -0.88 1.34
H 0.31 -0.75 0.53

Computed properties:
* gap between HOMO and LUMO: 9.5 eV
* energy above the lowest of the compared OMol25 structures with the same formula, charge and spin: 81.61 kcal per mole
* largest force on an atom: 3.57 eV/A
* total charge: +1

***

8.
# C6H14N3

An isolated ion of composition C6H14N3 and charge +1 at a distorted geometry (ωB97M-V/def2-TZVPD, the OMol25 dataset).

Element x y z (Å)
C  -0.713185  -1.480294  -0.498276
C  1.721098  0.510969  1.195107
H  -0.339669  1.718719  -2.253461
H  -1.230255  -0.821680  -2.459060
H  -1.690738  -1.195173  -0.126717
H  1.898214  1.656725  1.452373
C  -0.522427  2.481585  0.433287
N  0.316325  -1.163958  0.530977
H  0.599393  2.547701  0.453621
H  2.562055  -0.103894  1.688959
N  -0.823148  1.218465  -0.091295
C  -0.908529  0.923461  -1.511086
N  0.670152  0.058587  0.648114
H  1.214723  -2.021151  2.119948
H  -0.647888  -2.493700  -0.819830
H  0.459787  -0.535647  -2.304561
H  -1.001378  2.734868  1.400910
H  -1.954390  1.134960  -1.670063
H  0.185768  -3.105995  1.105388
H  -0.463858  -1.999401  2.256305
C  0.321554  -2.228675  1.591117
C  -0.506130  -0.559085  -1.755195
H  -0.858546  3.321357  -0.293284

Cartesian forces (eV/Å) of the 3 atoms listed first:
C 1.09 3.22 -1.20
C 1.91 1.98 2.28
H -1.03 -1.97 1.88

Computed properties:
* gap between HOMO and LUMO (alpha / beta): 7.6 / 7.6 eV
* energy above the lowest of the compared OMol25 structures with the same formula, charge and spin: 138.61 kcal per mole
* largest force on an atom: 4.94 eV/A
* total charge: +1

***

9.
# C6H14N3

An isolated ion of composition C6H14N3 and charge +1 at a distorted geometry (ωB97M-V/def2-TZVPD, the OMol25 dataset).

Element x y z (Å)
C  -2.201490  0.221113  0.536801
N  -0.347651  -1.425765  0.159675
C  -0.045610  1.111344  -0.380226
C  0.424972  -0.290354  -0.323895
H  -1.947962  0.763565  -1.471093
C  2.654570  0.635850  0.741980
C  -1.519200  1.148433  -0.461030
H  -2.097047  0.398389  1.645043
H  2.220003  -1.337481  0.689345
H  2.067772  1.244587  1.556069
H  -2.262729  -1.483363  -0.704264
H  1.789652  -1.598435  -1.575221
H  -3.326763  0.099509  0.327140
H  2.822403  1.309797  -0.173011
H  -1.899290  2.186972  -0.271804
H  3.644978  0.503434  1.118343
H  -0.275292  -2.269562  -0.519039
H  0.517603  1.708618  0.416599
N  1.680988  -0.647022  -1.158913
H  -2.204114  -2.090830  0.801597
C  -1.841406  -1.248325  0.172712
H  0.197660  1.568906  -1.305050
N  1.947962  -0.509371  0.178251

Cartesian forces (eV/Å) of the 3 atoms listed first:
C -2.37 -2.44 0.66
N -0.22 -0.47 -2.85
C 1.26 0.54 0.78

Computed properties:
* gap between HOMO and LUMO: 10.7 eV
* energy above the lowest of the compared OMol25 structures with the same formula, charge and spin: 91.30 kcal per mole
* SMILES: C[N@@H+]1N[C@]12CCCCN2
* largest force on an atom: 5.35 eV/A
* total charge: +1

***

10.
# C6H14N3O

A 2-piece molecular cluster, C6H14N3O overall at a distorted geometry (ωB97M-V/def2-TZVPD, the OMol25 dataset).

Element x y z (Å)
H  0.419813  -1.222054  2.199880
C  -0.113046  -1.648343  -1.053328
N  2.343325  0.576754  -0.824498
N  -1.379797  1.149176  -0.080114
H  -1.016415  -1.776907  -1.632796
H  1.598830  -1.281162  0.918412
H  -4.264178  1.034344  0.639460
H  -1.525872  2.078671  -0.253010
H  2.602743  2.658249  1.665309
N  -3.740238  1.500189  -0.084732
H  0.467589  -2.686846  1.242994
H  1.449824  3.452580  0.491714
C  2.111607  2.504586  0.729946
H  0.657349  -1.177985  -1.653846
O  -2.842066  0.551805  -0.405633
C  0.607132  -1.577576  1.228561
C  2.207150  1.555385  -0.069493
C  -0.370719  0.478328  0.178373
H  0.139929  -2.746365  -0.837327
H  -1.418058  -1.232703  0.648386
H  2.783944  0.674293  -1.728663
H  1.824767  -0.312386  -0.638444
C  -0.308555  -0.983211  0.209592
H  -4.413900  1.729648  -0.745956

Cartesian forces (eV/Å) of the 3 atoms listed first:
H -0.08 0.60 1.29
C -0.09 -3.05 -1.76
N -0.44 -1.27 -0.50

Computed properties:
* gap between HOMO and LUMO: 6.8 eV
* energy above the lowest of the compared OMol25 structures with the same formula, charge and spin: 175.25 kcal per mole
* largest force on an atom: 6.47 eV/A
* total charge: +1